Entry from the OMol25 dataset: an isolated molecule of C4H8N2O (ωB97M-V/def2-TZVPD).

The value obtained for the total energy is -341.80993 a.u. The value obtained for the LUMO energy is 0.76 eV. The energy relative to the best compared isomer or geometry (same formula, charge and spin) is 508.6 kJ/mol. As for the SMILES: C[C@H]1NC/C1=N\O. The highest occupied orbital energy is -0.33987 Ha. As for the spin multiplicity: 1. For the molecular weight, the calculation gives 100.1 g/mol. Its frontier orbital gap is 10.0 eV. The calculation puts the maximum force at 0.038 hartree/bohr. Its total charge is 0.

Cartesian coordinates (Å):
C1 -0.51929 1.23998 1.44984
C2 0.00363 0.85533 0.08835
N1 1.43928 0.53811 -0.11030
C3 0.78706 -0.50426 -1.45463
C4 -0.29990 -0.48919 -0.44184
N2 -0.83020 -1.40987 0.25352
O1 -0.69007 -2.65825 -0.34226
H1 -0.18115 2.24070 1.73702
H2 -0.20477 0.51458 2.20346
H3 -1.61480 1.24216 1.38492
H4 -0.31602 1.58483 -0.67393
H5 1.91409 1.46178 -0.25122
H6 0.98202 -1.55086 -1.82957
H7 0.65638 0.17376 -2.30700
H8 -1.12627 -3.23881 0.29363

***

Entry from the OMol25 dataset: a cluster of 2 separate species, C4H8N2O in total (ωB97M-V/def2-TZVPD).

The value obtained for the total energy is -341.85911 a.u. The value obtained for the LUMO energy is 0.92 eV. The energy relative to the best compared isomer or geometry (same formula, charge and spin) is 379.5 kJ/mol. The highest occupied orbital energy is -0.33336 Ha. As for the spin multiplicity: 1. For the molecular weight, the calculation gives 100.1 g/mol. Its frontier orbital gap is 10.0 eV. The calculation puts the maximum force at 0.010 hartree/bohr. Its total charge is 0.

Cartesian coordinates (Å):
C1 -0.07785 -1.67426 0.87418
C2 -1.40307 0.50015 -0.87354
C3 -1.70026 1.67379 -1.85897
N1 -0.69975 1.57634 -0.86071
C4 1.14914 -0.90195 0.44361
O1 1.53578 -0.82502 -0.70779
N2 1.79069 -0.22102 1.45801
H1 -0.79281 -1.00332 1.35737
H2 -0.55943 -2.08492 -0.01081
H3 0.18702 -2.47491 1.57348
H4 -1.40715 1.56810 -2.90023
H5 -2.54943 2.31782 -1.65781
H6 0.15322 1.97357 -0.48274
H7 1.64803 -0.51557 2.41124
H8 2.72586 0.09118 1.23470

***

Entry from the OMol25 dataset: an isolated molecule of C4H8N2O (ωB97M-V/def2-TZVPD).

The value obtained for the total energy is -341.94180 a.u. The value obtained for the LUMO energy is 0.74 eV. The energy relative to the best compared isomer or geometry (same formula, charge and spin) is 162.4 kJ/mol. As for the SMILES: N#C[C@@H](N)CCO. The highest occupied orbital energy is -0.37751 Ha. As for the spin multiplicity: 1. For the molecular weight, the calculation gives 100.1 g/mol. Its frontier orbital gap is 11.0 eV. The calculation puts the maximum force at 0.021 hartree/bohr. Its total charge is 0.

Cartesian coordinates (Å):
N1 -0.46880 2.26153 1.15578
C1 -0.63746 1.15514 0.86270
C2 -0.81801 -0.26575 0.49619
N2 -2.03987 -0.37183 -0.30085
C3 0.39421 -0.80876 -0.31016
C4 1.46747 0.21193 -0.69221
O1 2.18795 0.67841 0.42886
H1 -0.87506 -0.80638 1.45376
H2 -2.19124 -1.34808 -0.53740
H3 -2.84601 -0.07310 0.24127
H4 -0.00355 -1.25057 -1.23110
H5 0.87762 -1.60475 0.26443
H6 1.01690 1.04132 -1.25544
H7 2.19047 -0.28380 -1.35079
H8 1.74538 1.46469 0.77496

***

Entry from the OMol25 dataset: an isolated molecule of C4H8N2O (ωB97M-V/def2-TZVPD).

The value obtained for the total energy is -341.67736 a.u. The value obtained for the LUMO energy (spin up / spin down) is 0.98 / -2.66 eV. The energy relative to the best compared isomer or geometry (same formula, charge and spin) is 303.8 kJ/mol. The highest occupied orbital energy (spin up / spin down) is -0.23482 / -0.28782 Ha. As for the spin multiplicity: 3. For the molecular weight, the calculation gives 100.1 g/mol. Its frontier orbital gap (spin up / spin down) is 7.4 / 5.2 eV. The calculation puts the maximum force at 0.081 hartree/bohr. Its total charge is 0.

Cartesian coordinates (Å):
C1 -0.99974 1.44944 0.08707
C2 0.45193 1.48477 -0.18593
C3 1.09903 0.11866 -0.02416
C4 -0.00761 -1.98561 0.05431
N1 0.18788 -0.77271 -0.62018
N2 -1.50678 0.30710 -0.10127
O1 -2.51289 -0.33733 0.07051
H1 -1.56100 2.43831 0.15705
H2 0.48535 1.75929 -1.22632
H3 1.12898 2.13451 0.43661
H4 2.16613 0.05300 -0.39674
H5 1.24794 0.01119 1.02332
H6 0.68978 -1.99937 0.91016
H7 -1.04417 -1.88466 0.38687
H8 0.17518 -2.77661 -0.57130

***

Entry from the OMol25 dataset: an isolated molecule of C4H8N2O (ωB97M-V/def2-TZVPD).

The value obtained for the total energy is -341.72714 a.u. The value obtained for the LUMO energy (spin up / spin down) is 0.72 / -0.75 eV. The energy relative to the best compared isomer or geometry (same formula, charge and spin) is 173.1 kJ/mol. The highest occupied orbital energy (spin up / spin down) is -0.14111 / -0.34788 Ha. As for the spin multiplicity: 3. For the molecular weight, the calculation gives 100.1 g/mol. Its frontier orbital gap (spin up / spin down) is 4.6 / 8.7 eV. The calculation puts the maximum force at 0.150 hartree/bohr. Its total charge is 0.

Cartesian coordinates (Å):
C1 -1.22952 -1.20631 -0.20265
C2 -1.39437 0.11377 -0.12953
C3 0.14835 -1.48921 0.39158
C4 0.86591 -0.06111 0.25499
N1 -0.27533 0.78160 0.33993
N2 0.02805 2.18844 0.16304
O1 1.47940 0.26935 -0.96144
H1 -1.81999 -1.96607 -0.45035
H2 -2.33591 0.50268 -0.39079
H3 0.01926 -1.75239 1.41741
H4 0.74671 -2.42967 -0.01580
H5 1.42356 0.27127 1.20145
H6 -0.81340 2.56503 -0.30231
H7 0.73923 2.14421 -0.56702
H8 2.41803 0.06844 -0.74852

***

Entry from the OMol25 dataset: a structure of composition C4H8N2O10P2S3SbTa (ωB97M-V/def2-TZVPD).

The value obtained for the total energy is -3194.30668 a.u. The value obtained for the LUMO energy (spin up / spin down) is 2.09 / 1.51 eV. The energy relative to the best compared isomer or geometry (same formula, charge and spin) is 77.5 kJ/mol. The highest occupied orbital energy (spin up / spin down) is -0.17841 / -0.19063 Ha. As for the spin multiplicity: 2. For the molecular weight, the calculation gives 705.0 g/mol. Its frontier orbital gap (spin up / spin down) is 6.9 / 6.7 eV. The calculation puts the maximum force at 0.065 hartree/bohr. Its total charge is -1.

Cartesian coordinates (Å):
Ta1 -0.44909 -0.31989 -0.48795
N1 1.73911 -0.66980 0.21909
C1 1.90777 -1.26478 1.53720
C2 0.81435 -0.70226 2.40106
O1 0.97342 -0.48026 3.59179
N2 -0.31628 -0.51303 1.67394
C3 -1.39984 0.08304 2.43894
C4 -2.22492 0.95121 1.52172
O2 -2.97476 1.81796 1.88381
O3 -2.06511 0.58579 0.25387
H1 2.04974 0.29928 0.22688
H2 2.23759 -1.16217 -0.51006
H3 1.74533 -2.34120 1.44190
H4 2.88658 -1.09560 1.98337
H5 -2.06505 -0.68267 2.85630
H6 -1.02284 0.67180 3.27312
O4 0.51811 0.53112 -4.52584
P1 0.36348 0.60625 -2.96664
O5 1.34603 -0.19252 -2.16402
O6 -1.02350 0.14836 -2.44459
O7 0.53950 2.15945 -2.67063
P2 -0.02655 2.72256 -1.19320
O8 0.92287 3.95692 -0.89448
O9 -1.42875 3.09360 -1.32990
O10 0.45320 1.58904 -0.25135
H7 0.84111 -0.33802 -4.80969
H8 0.45391 4.77083 -1.13676
S1 -1.55889 -5.77234 0.50206
Sb1 -1.07376 -3.65333 1.06316
S2 -2.31455 -2.09617 -0.49886
S3 0.15178 -2.70315 -0.98425

***

Entry from the OMol25 dataset: an isolated molecule of C4H8N2O2 (ωB97M-V/def2-TZVPD).

The value obtained for the total energy is -417.03195 a.u. The value obtained for the LUMO energy is 0.14 eV. The energy relative to the best compared isomer or geometry (same formula, charge and spin) is 588.1 kJ/mol. As for the SMILES: COC(C=O)=C(N)N. The highest occupied orbital energy is -0.33179 Ha. As for the spin multiplicity: 1. For the molecular weight, the calculation gives 116.1 g/mol. Its frontier orbital gap is 9.2 eV. The calculation puts the maximum force at 0.105 hartree/bohr. Its total charge is 0.

Cartesian coordinates (Å):
C1 0.74106 1.58041 1.55969
O1 1.02170 0.68455 0.49388
C2 -0.14485 0.41595 -0.40585
C3 -0.81404 1.26910 -1.36048
O2 -0.71058 2.44827 -1.40741
C4 -0.15054 -0.96819 -0.31599
N1 -0.95284 -2.01740 -1.10493
N2 0.83031 -1.82082 0.36585
H1 1.53192 1.67672 2.20440
H2 0.70643 2.63871 1.05759
H3 -0.10855 1.33307 2.14061
H4 -1.75322 0.60687 -1.79619
H5 -0.09187 -2.83523 -1.31862
H6 -1.45379 -1.52416 -2.15920
H7 1.28846 -1.14520 0.97038
H8 0.06040 -2.34265 1.07626

***

Entry from the OMol25 dataset: an isolated molecule of C4H8N2O2 (ωB97M-V/def2-TZVPD).

The value obtained for the total energy is -417.16941 a.u. The value obtained for the LUMO energy is 0.41 eV. The energy relative to the best compared isomer or geometry (same formula, charge and spin) is 227.2 kJ/mol. As for the SMILES: NC(=O)N/C=C\CO. The highest occupied orbital energy is -0.31736 Ha. As for the spin multiplicity: 1. For the molecular weight, the calculation gives 116.1 g/mol. Its frontier orbital gap is 9.0 eV. The calculation puts the maximum force at 0.103 hartree/bohr. Its total charge is 0.

Cartesian coordinates (Å):
N1 -0.09596 2.26006 2.29647
C1 -0.71187 1.84303 1.11964
O1 -1.62152 2.59758 0.67430
N2 -0.08519 0.76840 0.50150
C2 -0.36275 0.39779 -0.76057
C3 0.06699 -0.71361 -1.47028
C4 1.01190 -1.74862 -1.14396
O2 0.50739 -3.05172 -1.68090
H1 -0.60279 2.87392 2.87570
H2 0.13737 1.43176 2.91714
H3 0.43954 0.32628 1.16385
H4 -1.08895 0.93451 -1.38467
H5 -0.43481 -0.92241 -2.37294
H6 1.00227 -1.83730 -0.05580
H7 2.04158 -1.76598 -1.58548
H8 -0.20319 -3.39369 -1.09401

***

Entry from the OMol25 dataset: a structure of composition C4H8N2O2 (ωB97M-V/def2-TZVPD).

The value obtained for the total energy is -417.06536 a.u. The value obtained for the LUMO energy is 0.59 eV. The energy relative to the best compared isomer or geometry (same formula, charge and spin) is 500.4 kJ/mol. The highest occupied orbital energy is -0.29549 Ha. As for the spin multiplicity: 1. For the molecular weight, the calculation gives 116.1 g/mol. Its frontier orbital gap is 8.6 eV. The calculation puts the maximum force at 0.060 hartree/bohr. Its total charge is 0.

Cartesian coordinates (Å):
C1 0.19286 -0.55308 -0.57620
C2 0.80198 -0.32565 0.99341
C3 0.67097 1.30415 -0.34473
N1 -0.41868 1.98084 0.05174
N2 -1.10362 -0.52000 -1.06722
C4 0.04040 -1.62851 0.82383
O1 1.66847 1.72036 -0.86032
O2 -1.11792 -1.77421 1.30178
H1 1.00538 -0.68704 -1.28037
H2 -0.49035 2.94812 -0.22659
H3 -1.22921 1.41900 0.29091
H4 -1.21455 -0.26450 -2.03672
H5 -1.76920 -1.05050 -0.49090
H6 0.36826 0.29063 1.77105
H7 1.88283 -0.37747 0.99951
H8 0.71239 -2.48213 0.65083

***

Entry from the OMol25 dataset: an isolated molecule of C4H8N2O2 (ωB97M-V/def2-TZVPD).

The value obtained for the total energy is -417.12617 a.u. The value obtained for the LUMO energy is 0.33 eV. The energy relative to the best compared isomer or geometry (same formula, charge and spin) is 340.7 kJ/mol. As for the SMILES: [H]/N=C(/C(=O)O)N(C)C. The highest occupied orbital energy is -0.32754 Ha. As for the spin multiplicity: 1. For the molecular weight, the calculation gives 116.1 g/mol. Its frontier orbital gap is 9.2 eV. The calculation puts the maximum force at 0.125 hartree/bohr. Its total charge is 0.

Cartesian coordinates (Å):
H1 0.61917 1.16405 -1.94935
N1 1.20241 1.10126 -1.19607
C1 0.82771 0.55708 -0.13598
C2 1.84843 0.15770 0.92163
O1 1.68894 -0.73141 1.68758
O2 2.91513 0.91853 0.87185
N2 -0.88607 0.15694 0.02860
C3 -1.17725 -0.66902 1.10519
C4 -1.40236 -0.33602 -1.25533
H2 2.84799 1.76028 0.30744
H3 -0.67581 -1.62523 1.09672
H4 -2.22515 -0.73064 1.16508
H5 -0.78645 -0.26539 2.08832
H6 -1.73745 0.43764 -2.02721
H7 -2.29951 -0.92028 -0.88988
H8 -0.75973 -0.97548 -1.81860